{"formula": "C38H51ClOOsP4Te", "method": "wB97M-V/def2-TZVPD", "multiplicity": 5, "homo_ev": [-7.700, -12.623], "orbital_gap_ev": [2.92, 4.61], "total_charge": 2, "symbols": ["P", "C", "C", "H", "C", "H", "C", "H", "C", "H", "C", "H", "C", "C", "H", "C", "H", "C", "H", "C", "H", "C", "H", "C", "C", "H", "C", "H", "C", "H", "C", "H", "C", "H", "Os", "C", "C", "H", "C", "O", "H", "C", "H", "C", "Cl", "P", "P", "C", "H", "H", "H", "C", "H", "H", "H", "C", "H", "H", "H", "C", "H", "H", "H", "C", "H", "H", "H", "C", "H", "H", "H", "P", "C", "C", "H", "H", "H", "H", "H", "H", "C", "H", "H", "H", "H", "Te", "C", "C", "C", "C", "C", "C", "H", "H", "H", "H", "H"], "positions_angstrom": [[1.26, 0.93, -3.34], [2.93, 1.32, -3.03], [3.68, 0.65, -4.03], [3.22, -0.16, -4.57], [4.96, 1.14, -4.28], [5.51, 0.67, -5.07], [5.46, 2.20, -3.53], [6.45, 2.56, -3.76], [4.72, 2.81, -2.51], [5.13, 3.63, -1.94], [3.43, 2.37, -2.23], [2.81, 2.81, -1.44], [0.86, -0.76, -3.58], [1.59, -1.86, -3.06], [2.35, -1.71, -2.30], [1.30, -3.12, -3.60], [1.84, -3.97, -3.22], [0.37, -3.24, -4.63], [0.20, -4.22, -5.07], [-0.33, -2.15, -5.12], [-1.03, -2.23, -5.94], [-0.14, -0.89, -4.57], [-0.66, 0.00, -4.92], [0.09, 2.20, -3.54], [0.51, 2.76, -4.76], [1.42, 2.38, -5.22], [-0.27, 3.76, -5.31], [0.05, 4.16, -6.25], [-1.41, 4.19, -4.64], [-2.00, 4.98, -5.09], [-1.81, 3.65, -3.41], [-2.69, 3.99, -2.90], [-1.06, 2.62, -2.83], [-1.32, 2.17, -1.87], [-0.11, -0.14, 1.85], [-1.76, -1.35, 1.29], [-2.04, -1.65, 0.02], [-2.34, -1.72, 2.15], [-1.14, -0.97, -1.05], [-2.08, -0.23, -1.88], [-1.61, 0.21, -2.61], [-0.16, -0.16, -0.36], [-0.75, -1.78, -1.68], [0.59, 0.59, 0.37], [1.87, 1.22, 2.73], [-1.42, 1.79, 2.28], [1.43, -1.93, 1.99], [-0.89, 2.88, 3.64], [0.13, 3.24, 3.42], [-0.88, 2.36, 4.59], [-1.59, 3.72, 3.68], [-1.49, 2.92, 0.86], [-2.17, 2.52, 0.10], [-0.49, 3.04, 0.42], [-1.85, 3.90, 1.20], [-3.17, 1.41, 2.59], [-3.28, 0.71, 3.43], [-3.60, 0.95, 1.68], [-3.70, 2.35, 2.81], [2.33, -2.15, 3.56], [1.63, -2.39, 4.37], [2.87, -1.22, 3.79], [3.05, -2.97, 3.42], [0.68, -3.56, 1.66], [0.29, -3.58, 0.63], [-0.15, -3.74, 2.35], [1.44, -4.34, 1.78], [2.76, -1.82, 0.76], [3.12, -0.78, 0.69], [2.39, -2.14, -0.22], [3.59, -2.47, 1.07], [-3.40, -2.72, -0.53], [-4.01, -3.69, 0.85], [-2.70, -3.76, -1.83], [-4.39, -3.02, 1.63], [-3.19, -4.31, 1.26], [-4.82, -4.35, 0.49], [-2.34, -3.13, -2.65], [-3.47, -4.46, -2.19], [-1.85, -4.32, -1.41], [-4.67, -1.65, -1.21], [-4.97, -0.93, -0.44], [-5.54, -2.25, -1.53], [-4.24, -1.10, -2.06], [1.37, 1.22, -0.04], [-0.69, -0.65, 4.38], [0.26, 0.41, 5.96], [-0.55, 1.25, 6.75], [0.04, 1.94, 7.82], [1.39, 1.74, 8.13], [2.17, 0.85, 7.37], [1.60, 0.18, 6.28], [-1.61, 1.36, 6.51], [-0.57, 2.62, 8.42], [1.84, 2.28, 8.96], [3.21, 0.68, 7.62], [2.18, -0.53, 5.68]]}

{"formula": "C38H51F5N2O15S", "method": "wB97M-V/def2-TZVPD", "homo_ev": -9.104, "orbital_gap_ev": 8.65, "smiles": "CCCCCCCCCCc1cc2nccnc2c(CCCC(F)(F)C(F)(F)F)c1S.O=C1OCCO1.O=C1OCCO1.O=C1OCCO1.O=C1OCCO1.O=C1OCCO1", "symbols": ["C", "C", "C", "C", "C", "C", "C", "C", "C", "C", "C", "C", "C", "N", "C", "C", "N", "C", "C", "C", "C", "C", "C", "F", "F", "C", "F", "F", "F", "C", "S", "H", "H", "H", "H", "H", "H", "H", "H", "H", "H", "H", "H", "H", "H", "H", "H", "H", "H", "H", "H", "H", "H", "H", "H", "H", "H", "H", "H", "H", "H", "H", "C", "C", "O", "C", "O", "O", "H", "H", "H", "H", "C", "C", "O", "C", "O", "O", "H", "H", "H", "H", "C", "C", "O", "C", "O", "O", "H", "H", "H", "H", "C", "C", "O", "C", "O", "O", "H", "H", "H", "H", "C", "C", "O", "C", "O", "O", "H", "H", "H", "H"], "positions_angstrom": [[-2.95, 1.56, 3.27], [-1.48, 1.89, 2.91], [-1.18, 1.33, 1.48], [-1.17, 2.47, 0.44], [-1.28, 1.89, -1.01], [0.09, 1.63, -1.67], [0.72, 0.24, -1.33], [-0.24, -0.96, -1.61], [-0.37, -1.83, -0.32], [-1.65, -2.70, -0.31], [-1.53, -3.82, -1.32], [-2.20, -3.81, -2.49], [-2.09, -4.85, -3.45], [-2.83, -4.74, -4.59], [-2.61, -5.74, -5.41], [-1.75, -6.84, -5.14], [-1.05, -6.95, -4.04], [-1.22, -5.91, -3.17], [-0.49, -5.93, -1.94], [0.46, -7.10, -1.69], [1.93, -6.69, -1.40], [2.47, -5.60, -2.36], [3.46, -4.66, -1.67], [2.92, -4.00, -0.63], [3.83, -3.71, -2.59], [4.80, -5.37, -1.20], [4.90, -5.29, 0.16], [5.87, -4.68, -1.65], [4.92, -6.62, -1.64], [-0.65, -4.94, -1.02], [0.17, -4.93, 0.58], [-3.61, 2.28, 2.78], [-3.08, 1.64, 4.37], [-3.23, 0.53, 2.99], [-0.76, 1.51, 3.64], [-1.41, 2.98, 2.83], [-1.96, 0.60, 1.21], [-0.19, 0.86, 1.53], [-0.28, 3.11, 0.57], [-2.05, 3.11, 0.62], [-1.87, 2.62, -1.59], [-1.91, 1.00, -0.94], [0.08, 1.81, -2.75], [0.78, 2.37, -1.24], [1.59, 0.14, -1.99], [1.10, 0.25, -0.31], [-1.22, -0.66, -2.00], [0.30, -1.61, -2.32], [-0.39, -1.21, 0.59], [0.55, -2.42, -0.27], [-1.92, -3.05, 0.69], [-2.48, -2.05, -0.65], [-2.88, -2.99, -2.70], [-3.14, -5.73, -6.36], [-1.67, -7.63, -5.89], [0.47, -7.85, -2.49], [0.09, -7.62, -0.79], [2.12, -6.43, -0.36], [2.54, -7.59, -1.57], [3.04, -6.06, -3.18], [1.71, -4.94, -2.78], [-0.47, -5.94, 1.22], [5.51, -1.36, -0.98], [6.85, -0.80, -1.38], [6.50, 0.45, -1.96], [5.29, 0.83, -1.44], [4.80, 1.89, -1.59], [4.73, -0.19, -0.74], [5.56, -1.98, -0.08], [5.04, -1.94, -1.78], [7.50, -0.62, -0.52], [7.37, -1.43, -2.09], [8.03, -6.39, 0.73], [7.43, -7.37, 1.71], [8.58, -7.98, 2.29], [9.63, -7.12, 2.14], [10.69, -7.26, 2.65], [9.29, -6.09, 1.32], [7.43, -5.50, 0.60], [8.21, -6.84, -0.25], [6.86, -6.86, 2.50], [6.79, -8.11, 1.23], [-5.18, 5.33, 3.56], [-4.71, 6.75, 3.70], [-3.28, 6.60, 3.76], [-2.97, 5.43, 3.15], [-1.86, 5.10, 2.87], [-4.08, 4.70, 2.89], [-6.09, 5.25, 2.97], [-5.34, 4.84, 4.52], [-4.97, 7.38, 2.83], [-5.09, 7.23, 4.60], [-2.96, 5.65, -2.31], [-2.34, 6.34, -1.12], [-3.48, 6.81, -0.40], [-4.53, 6.01, -0.74], [-5.58, 6.01, -0.19], [-4.21, 5.21, -1.79], [-2.37, 4.80, -2.66], [-3.14, 6.33, -3.15], [-1.76, 5.66, -0.49], [-1.70, 7.18, -1.41], [-5.53, 11.21, 4.88], [-5.67, 12.12, 3.69], [-5.36, 11.25, 2.59], [-5.61, 9.98, 3.00], [-5.62, 9.04, 2.28], [-5.86, 9.93, 4.33], [-6.21, 11.47, 5.69], [-4.51, 11.18, 5.27], [-6.68, 12.50, 3.56], [-4.98, 12.96, 3.72]]}